Density functional theory data (wB97M-V/def2-TZVPD) for 2 unconnected molecules or ions with the total composition C2H2N2O3.

HOMO energy (alpha / beta) in eV: -10.906 / -10.169
E_tot in hartree: -412.36881
HOMO-LUMO gap (alpha / beta) in eV: 7.7979 / 6.6364
Relative energy (zero: lowest compared OMol25 entry of this formula, charge and spin) in kcal/mol: 177.1

Last column: Löwdin charge in e.
Positions of all 9 atoms, in Å:
C 2.5658 0.0601 0.1706  -0.201
C -0.0575 0.1350 -0.4340  0.000
N 3.6191 -0.3250 0.3891  -0.062
N 0.2729 1.4664 0.0793  -0.405
O 0.6382 2.2247 -0.8115  0.085
O -0.0123 1.6902 1.2778  0.073
O -0.5636 -0.7127 0.3972  0.159
H 0.0243 -0.1441 -1.5289  0.190
H -0.4317 -0.7099 1.3495  0.162

***

Density functional theory data (wB97M-V/def2-TZVPD) for a molecular structure, C23H25FeN2O4.

Multiplicity: 5
HOMO energy (alpha / beta) in eV: -10.530 / -11.594
<S²>: 6.091
E_tot in hartree: -2565.22061
HOMO-LUMO gap (alpha / beta) in eV: 6.9880 / 6.6899
Relative energy (zero: lowest compared OMol25 entry of this formula, charge and spin) in kcal/mol: 0.0
Total charge: +1

Last column: Löwdin spin population.
Positions of all 55 atoms, in Å:
C -2.1145 -0.6850 -1.4910  0.027
C -0.7558 -0.4987 -0.9659  0.193
C -0.0655 0.7591 -1.2314  0.001
Fe 1.2573 0.9890 -2.9096  3.088
C 1.1952 2.8206 -2.6193  0.069
O 0.8190 3.9194 -2.5525  0.026
C -0.2604 1.0788 -3.9924  0.041
O -1.2886 1.2959 -4.4897  -0.003
C 3.0673 0.5209 -2.1814  0.111
C 3.1129 0.9944 -3.5439  0.074
C 2.2858 0.1250 -4.3406  0.063
C 1.7415 -0.8875 -3.4700  0.103
C 2.2272 -0.6391 -2.1465  0.080
H -2.7641 -1.2021 -0.7728  0.004
H -2.5749 0.2901 -1.7265  0.000
H -2.1045 -1.2786 -2.4247  0.009
H -0.0959 -1.3707 -0.9339  -0.001
H -0.7664 1.6039 -1.3881  0.002
H 0.6709 1.0328 -0.4449  0.009
H 3.6273 0.9231 -1.3408  0.007
H 3.7252 1.8078 -3.9171  0.007
H 2.1707 0.1663 -5.4184  0.006
H 1.1288 -1.7327 -3.7733  0.006
H 2.0564 -1.2698 -1.2791  0.003
O 1.4812 -0.9619 2.1009  0.000
C 0.8241 0.0393 2.4044  0.000
C 1.2093 1.4645 2.3238  0.000
C 0.0742 2.2342 2.5365  0.000
C 0.1203 3.6200 2.5145  0.000
C 1.3677 4.2249 2.3018  0.000
C 2.5169 3.4441 2.0680  0.000
C 2.4429 2.0440 2.0561  0.000
C -1.0802 1.3300 2.7419  0.001
O -2.2777 1.5794 2.7875  0.001
N -0.5059 0.0471 2.8147  0.001
C -1.3057 -1.1636 3.0435  0.001
C -1.9474 -1.6823 1.7748  0.003
C -2.8434 -2.9083 1.9645  0.000
C -2.5606 -3.8174 0.7579  0.001
C -1.1704 -3.4175 0.2540  0.006
N -0.9484 -2.0373 0.7600  0.057
H -0.7971 4.1828 2.6808  0.000
H 1.4549 5.3133 2.3186  0.000
H 3.4749 3.9405 1.9001  0.000
H 3.3001 1.3994 1.8663  0.000
H -0.6416 -1.9197 3.4810  0.000
H -2.0877 -0.8854 3.7568  0.000
H -2.5438 -0.8672 1.3394  0.001
H -2.5752 -3.4199 2.8995  0.000
H -3.8943 -2.6018 2.0302  0.000
H -2.5989 -4.8798 1.0245  0.000
H -3.3010 -3.6270 -0.0303  0.000
H -0.3976 -4.1141 0.6286  0.002
H -1.1020 -3.4058 -0.8394  0.001
H 0.0174 -1.9174 1.0930  0.000

***

Density functional theory data (wB97M-V/def2-TZVPD) for 10 unconnected molecules or ions with the total composition C24H66ClO13.

HOMO energy in eV: -7.507
E_tot in hartree: -2392.16845
HOMO-LUMO gap in eV: 10.1569
Relative energy (zero: lowest compared OMol25 entry of this formula, charge and spin) in kcal/mol: 0.0
Total charge: -1

Last column: Löwdin charge in e.
Positions of all 104 atoms, in Å:
Cl -0.4787 0.3657 -0.3919  0.679
O 0.9637 0.4985 -0.2805  -0.364
O -0.7918 -0.3996 -1.5962  -0.375
O -1.0158 -0.3603 0.7487  -0.350
O -1.0731 1.6619 -0.4286  -0.327
O 2.6605 1.0757 -2.7120  -0.108
H 2.1678 0.7387 -3.5163  0.013
H 2.1102 0.7432 -1.9739  -0.006
C -2.1439 4.4931 0.9144  -0.066
C -3.5080 4.2374 1.5683  -0.452
C -3.7977 2.7743 1.8249  -0.062
O -3.6329 4.9597 2.8651  -0.087
H -1.8784 5.5565 1.0173  0.073
H -2.1159 4.2220 -0.1395  0.074
H -1.3564 3.9081 1.4059  0.070
H -4.3335 4.6102 0.9137  0.131
H -3.6083 2.2103 0.9205  0.058
H -4.7851 2.6612 2.2618  0.078
H -3.1083 2.4050 2.5995  0.095
H -3.4727 5.9007 2.7231  0.065
C 2.0159 -1.0072 3.2037  -0.058
C 2.5746 -0.0842 4.2680  -0.466
C 4.0316 0.1946 4.0516  -0.072
O 1.7993 1.1690 4.3371  -0.075
H 2.2417 -0.6274 2.2083  0.057
H 0.9398 -1.0363 3.3403  0.067
H 2.4444 -2.0134 3.2915  0.087
H 2.4404 -0.5921 5.2290  0.131
H 4.6468 -0.7020 4.2187  0.081
H 4.3955 0.9949 4.7052  0.080
H 4.2843 0.5156 3.0329  0.061
H 1.9063 1.6465 3.4837  0.055
C -2.3454 -2.7050 4.5008  -0.061
C -2.4484 -2.7137 2.9980  -0.524
C -1.2620 -3.4065 2.3984  -0.045
O -3.6261 -3.4153 2.6351  -0.058
H -3.3016 -2.3799 4.9226  0.077
H -1.5750 -2.0056 4.8222  0.080
H -2.1580 -3.7187 4.8468  0.079
H -2.5128 -1.6778 2.6568  0.122
H -1.2965 -3.3377 1.3035  0.062
H -1.2409 -4.4622 2.6660  0.086
H -0.3559 -2.8599 2.6628  0.068
H -4.3685 -2.8833 2.9590  0.091
C 2.8186 4.8845 1.9443  -0.082
C 2.0155 3.9713 1.1180  -0.462
C 2.4448 4.0342 -0.3502  -0.043
O 2.2215 2.6309 1.7059  -0.083
H 2.5219 5.9225 1.7424  0.086
H 3.8737 4.7676 1.7146  0.084
H 2.6207 4.6834 2.9963  0.084
H 0.9543 4.2296 1.2305  0.121
H 3.3828 3.4933 -0.5001  0.087
H 2.5631 5.0744 -0.6731  0.079
H 1.7186 3.5305 -1.0035  0.075
H 2.0094 1.9702 1.0181  0.057
C -0.4397 1.1761 -4.5798  -0.061
C 0.3071 0.5043 -5.6647  -0.505
C 0.7508 1.4539 -6.7573  -0.062
O 1.4226 -0.1293 -5.0338  -0.068
H 0.1331 2.0269 -4.1825  0.097
H -0.6236 0.4973 -3.7377  0.064
H -1.4177 1.5435 -4.9056  0.088
H -0.3266 -0.2864 -6.0971  0.139
H 0.9900 0.9246 -7.6892  0.074
H 1.6277 2.0330 -6.4487  0.087
H -0.0314 2.1857 -6.9928  0.079
H 1.9809 -0.5194 -5.7237  0.108
C 4.8641 -0.4954 0.4331  -0.052
C 4.8698 -2.0109 0.5716  -0.487
C 3.6998 -2.6530 -0.0646  -0.067
O 6.1460 -2.5179 0.0425  -0.071
H 5.6821 -0.0622 1.0165  0.078
H 3.9294 -0.0716 0.7964  0.054
H 5.0003 -0.1885 -0.6078  0.088
H 4.8458 -2.2458 1.6606  0.131
H 2.7965 -2.2365 0.3818  0.075
H 3.7113 -3.7251 0.1935  0.084
H 3.6947 -2.5447 -1.1426  0.092
H 6.1343 -3.4828 0.0578  0.072
C -0.2604 -3.9743 -1.3955  -0.049
C -0.4046 -3.7844 -2.9205  -0.461
C -1.8393 -3.5576 -3.3501  -0.067
O 0.3784 -2.6181 -3.3066  -0.084
H -0.3590 -2.9990 -0.9080  0.062
H 0.6990 -4.4261 -1.1529  0.070
H -1.0557 -4.5979 -0.9620  0.077
H 0.0323 -4.6251 -3.4560  0.125
H -2.1858 -2.5879 -2.9850  0.060
H -2.5191 -4.3643 -3.0784  0.077
H -1.8561 -3.4250 -4.4516  0.082
H 0.0013 -1.9194 -2.7197  0.045
C -4.7372 0.2148 -1.4516  -0.056
C -4.8225 -0.8314 -0.3569  -0.485
C -4.2803 -2.1604 -0.8251  -0.059
O -4.1064 -0.4068 0.8216  -0.072
H -3.7037 0.3042 -1.7961  0.076
H -5.0822 1.1699 -1.0580  0.072
H -5.3824 -0.0494 -2.3006  0.079
H -5.8698 -0.9473 -0.0455  0.134
H -3.2270 -2.0434 -1.0983  0.062
H -4.8213 -2.5425 -1.7042  0.084
H -4.3696 -2.9081 -0.0346  0.074
H -3.1513 -0.4435 0.6002  0.051

***

Density functional theory data (wB97M-V/def2-TZVPD) for a molecular structure, C21H35Br15O7.

HOMO energy in eV: -9.454
E_tot in hartree: -39957.86583
HOMO-LUMO gap in eV: 8.6222

Last column: Löwdin charge in e.
Positions of all 78 atoms, in Å:
C -0.3710 -1.9309 -0.4207  -0.022
C -0.0177 -0.9272 0.7306  -0.242
C 0.3797 0.5225 0.3357  -0.057
O -0.6330 1.1975 1.0827  0.039
C -1.6620 0.4334 1.4800  -0.541
O -2.7621 0.8395 1.8725  -0.025
O -1.3170 -0.8215 1.2789  0.058
H 0.5100 -2.2699 -0.9657  0.021
H -1.1695 -1.5922 -1.0809  0.073
H -0.8009 -2.8530 -0.0296  0.023
H 0.6085 -1.1457 1.5956  0.154
H 0.2449 0.7485 -0.7220  0.114
H 1.3890 0.6976 0.7083  0.121
C 2.2860 3.3054 2.8823  -0.018
C 1.4032 3.7851 3.9780  -0.531
O 1.3217 3.1588 4.9988  0.077
C 0.8008 5.1615 3.8085  -0.029
H 2.8537 4.2132 2.6779  0.091
H 1.4764 2.9914 2.2236  0.085
H 2.9592 2.5153 3.2150  0.087
H 1.3339 5.9941 4.2675  0.090
H -0.2551 5.1069 4.0735  0.080
H 0.7858 5.5293 2.7825  0.065
C 6.5378 -1.5101 1.7923  -0.029
C 5.3133 -2.1131 1.0742  -0.416
O 5.1005 -3.3072 0.7467  0.020
C 4.2737 -0.9977 0.7490  -0.024
H 6.8699 -0.5400 1.4224  0.080
H 7.4110 -2.1542 1.8961  0.078
H 6.1172 -1.3281 2.7812  0.087
H 4.3960 -0.8006 -0.3160  0.083
H 4.4750 -0.0582 1.2638  0.070
H 3.2777 -1.3868 0.9603  0.065
C -2.9417 0.0603 -2.6752  -0.031
C -1.7482 -0.0359 -3.5804  -0.453
O -0.6173 0.0891 -3.1366  0.045
C -2.0689 -0.4786 -5.0418  -0.005
H -2.5524 0.5047 -1.7592  0.068
H -3.5337 -0.7828 -2.3191  0.083
H -3.6747 0.7820 -3.0355  0.088
H -2.8802 0.1337 -5.4354  0.084
H -2.2541 -1.5496 -4.9599  0.072
H -1.1321 -0.5838 -5.5889  0.076
C 3.2578 3.5207 -3.8028  -0.031
C 3.5402 2.2929 -3.0441  -0.476
O 4.2747 2.3889 -2.0307  0.010
C 2.6771 1.0685 -3.3852  -0.009
H 4.1927 3.8763 -4.2360  0.099
H 2.7103 4.0508 -3.0235  0.103
H 2.4938 3.3230 -4.5546  0.072
H 1.9686 0.9208 -2.5701  0.066
H 3.4223 0.2733 -3.4043  0.084
H 2.1696 1.1628 -4.3453  0.075
C -4.0605 3.7487 0.6504  -1.450
Br -5.5720 3.7954 1.9696  0.525
Br -2.3802 4.7838 1.0854  0.505
Br -4.7875 4.8038 -0.8058  0.507
H -3.8909 2.7063 0.3809  -0.052
C -5.1075 1.0873 4.7457  -1.557
Br -3.7999 1.4890 6.0493  0.609
Br -6.9041 1.8624 5.0347  0.517
Br -5.2458 -0.9242 4.5137  0.473
H -4.6932 1.5214 3.8358  -0.087
C 1.5536 -5.2465 -4.0386  -1.398
Br 2.2467 -3.7498 -2.8313  0.471
Br -0.1233 -4.4581 -4.8460  0.480
Br 1.1706 -6.8584 -2.9546  0.517
H 2.3029 -5.6276 -4.7325  -0.020
C -0.6247 -6.1317 1.4156  -1.373
Br -2.3912 -5.6558 0.5721  0.476
Br -0.8106 -5.7920 3.3794  0.509
Br 0.9629 -5.0566 0.6661  0.503
H -0.4799 -7.2004 1.2577  -0.025
C -5.4638 -2.1086 0.5586  -1.501
Br -7.3522 -2.7097 0.7249  0.513
Br -4.5755 -3.2295 1.8076  0.528
Br -5.2075 -0.1425 0.8099  0.618
H -5.2066 -2.3874 -0.4633  -0.031